[1]
The following is a quantum chemistry calculation of an isolated molecule of C6H5NOS2 in a non-equilibrium geometry, from OMol25.

Output
- LUMO energy: -1.40 eV
- Gap between HOMO and LUMO: 0.27257 hartree
- E_tot: -1157.853280 Eh
- HOMO energy: -8.812 eV
- Energy above the lowest of the compared OMol25 structures with the same formula, charge and spin: 90.21 kcal/mol
- Spin multiplicity: 1
- SMILES: N#CC1=CC=C(CO)SS1

Each line ends with the Löwdin charge.
CARTESIAN COORDINATES (ANGSTROEM)
C -2.419 0.505 0.017  -0.193
C -0.842 0.506 -0.355  -0.536
C -0.191 -0.705 -0.482  -0.158
C 1.194 -0.783 -0.235  -0.135
C 2.056 0.222 0.160  -0.690
C 3.434 -0.094 0.006  -0.267
H -1.929 -0.783 1.723  0.160
H -3.183 0.293 -0.978  0.172
H -2.601 1.687 0.397  0.146
H -0.814 -1.602 -0.491  0.119
H 1.665 -1.667 -0.965  0.188
N 4.505 -0.530 0.056  0.165
O -2.562 -0.756 0.867  -0.187
S 1.555 1.697 0.831  0.639
S 0.132 2.009 -0.550  0.578

[2]
The following is a quantum chemistry calculation of an isolated molecule of C6H9N in a non-equilibrium geometry, from OMol25.

Output
- LUMO energy: 1.07 eV
- Gap between HOMO and LUMO: 0.33716 hartree
- E_tot: -288.762932 Eh
- HOMO energy: -8.106 eV
- Energy above the lowest of the compared OMol25 structures with the same formula, charge and spin: 11.99 kcal/mol
- Spin multiplicity: 1
- SMILES: Cc1c[nH]cc1C

Each line ends with the Löwdin charge.
CARTESIAN COORDINATES (ANGSTROEM)
C -1.601 0.029 1.139  -0.056
C -0.203 0.335 0.722  -0.252
C 0.652 1.355 1.002  -0.078
N 1.760 1.238 0.165  -0.003
C 1.560 0.180 -0.688  -0.093
C 0.358 -0.401 -0.392  -0.257
C -0.309 -1.400 -1.262  -0.073
H -2.189 -0.129 0.232  0.073
H -2.099 0.745 1.784  0.073
H -1.648 -0.963 1.603  0.080
H 0.766 2.081 1.789  0.109
H 2.368 2.007 -0.039  0.134
H 2.191 0.120 -1.559  0.116
H -1.081 -1.032 -1.942  0.078
H 0.353 -2.018 -1.864  0.073
H -0.879 -2.149 -0.690  0.075

[3]
The following is a quantum chemistry calculation of a structure of composition C4H9N2O2 in a non-equilibrium geometry, from OMol25.

Output
- Charge: +1
- LUMO energy: -5.02 eV
- Gap between HOMO and LUMO: 0.31762 hartree
- E_tot: -417.384493 Eh
- HOMO energy: -13.661 eV
- Energy above the lowest of the compared OMol25 structures with the same formula, charge and spin: 123.53 kcal/mol
- Spin multiplicity: 1

Each line ends with the Löwdin charge.
CARTESIAN COORDINATES (ANGSTROEM)
C -1.611 -1.431 -0.490  -0.244
C 0.475 -0.209 1.342  0.030
C 1.015 0.305 -0.888  -0.015
C -1.293 0.036 -0.323  -0.168
N -2.668 0.952 0.644  0.128
N 0.008 0.508 0.102  -0.175
O -1.081 -2.245 0.162  0.101
O -3.709 0.568 0.409  0.131
H -2.442 -1.702 -1.273  0.169
H 0.643 -1.224 1.146  0.078
H 1.425 0.221 1.745  0.129
H -0.324 -0.133 2.128  0.134
H 1.250 -0.730 -1.204  0.138
H 0.831 0.818 -1.826  0.119
H 1.924 0.609 -0.314  0.129
H -1.562 0.599 -1.233  0.142
H -0.180 1.483 0.190  0.176

[4]
The following is a quantum chemistry calculation of a structure of composition C12H17AgFO9S in a non-equilibrium geometry, from OMol25.

Output
- <S²>: 0.754
- Charge: -2
- LUMO energy (spin up / spin down): 4.19 / 4.19 eV
- Gap between HOMO and LUMO (spin up / spin down): 0.18405 / 0.17656 hartree
- E_tot: -1789.471549 Eh
- HOMO energy (spin up / spin down): -0.819 / -0.615 eV
- Spin multiplicity: 2

Each line ends with the Mulliken spin population.
CARTESIAN COORDINATES (ANGSTROEM)
Ag -21.455 19.675 6.027  0.453
C -20.592 22.894 6.254  -0.003
O -21.567 21.896 6.321  0.068
H -20.858 23.671 5.537  0.005
H -20.588 23.499 7.161  0.000
H -19.597 22.473 6.112  -0.001
C -19.116 17.510 4.177  -0.003
O -19.673 18.409 5.126  0.039
H -19.794 16.682 3.973  0.000
H -18.943 17.901 3.174  0.001
H -18.147 17.107 4.471  0.002
S -23.810 18.679 7.044  -0.027
O -24.693 19.660 7.622  0.029
O -22.544 18.874 7.691  0.239
O -24.262 17.291 7.181  0.033
O -23.476 19.013 5.674  0.165
C -20.219 20.207 12.595  0.000
C -19.125 19.962 11.529  0.000
C -18.795 18.538 11.173  0.000
O -18.768 18.541 9.758  0.001
C -19.350 19.599 9.228  -0.002
O -19.507 19.822 7.987  0.003
O -19.547 20.463 10.249  0.000
H -20.003 19.572 13.454  0.000
H -21.189 20.023 12.133  0.000
H -20.275 21.258 12.877  0.000
H -18.153 20.376 11.795  0.000
H -19.596 17.872 11.498  0.000
H -17.873 18.343 11.721  0.000
F -21.807 20.703 3.474  0.002
C -22.696 21.467 2.856  0.000
C -24.026 21.419 3.228  0.001
C -24.965 22.360 2.702  0.000
C -24.549 23.228 1.724  0.000
C -23.225 23.224 1.274  0.000
C -22.276 22.402 1.875  0.001
H -24.324 20.768 4.037  -0.004
H -25.990 22.350 3.042  0.000
H -25.255 23.951 1.344  0.000
H -22.951 23.993 0.567  0.000
H -21.226 22.332 1.633  0.000

Look up the spin multiplicity of the first one. 1

Which of these has the highest spin multiplicity? C12H17AgFO9S